# 1
The following is a DFT calculation (ωB97M-V/def2-TZVPD) of C28H26FeN9SSe2 as an isolated structure.

CARTESIAN COORDINATES (ANGSTROEM)
Se (1.8877, -2.2147, 2.1455)
Se (0.5910, -1.7549, 4.0316)
Fe (0.2533, -0.3964, 0.4104)
S (0.1428, 1.9957, -0.9691)
N (2.0260, -0.0014, -2.2889)
N (1.3040, 0.8620, -3.1154)
N (-1.4000, -1.9176, 2.0032)
N (2.2148, 0.3394, 1.1475)
N (-1.7790, -0.1200, -0.2692)
N (-0.1306, -1.9901, -1.0727)
N (0.0328, 2.7056, -3.4899)
N (-0.8381, 0.9113, 1.8513)
N (-2.6417, 0.5200, 0.3410)
C (0.5356, -3.2036, -1.1437)
C (2.7986, 1.5367, 1.0084)
C (-0.3739, 1.5281, 2.9343)
C (-2.5922, -2.1108, -3.8301)
C (-3.2412, -0.4283, -2.2258)
C (-2.1170, 1.1302, 1.5203)
C (-3.2439, -3.2041, 3.6619)
C (-2.5829, -2.3470, 1.5442)
C (-2.1229, -0.7464, -1.4795)
C (-0.1412, -4.4221, -1.3099)
C (-1.1240, -2.1905, 3.2704)
C (-2.0036, -2.8248, 4.1410)
C (1.9491, -5.6070, -1.1937)
C (3.8737, -0.2231, 2.7891)
C (-1.4793, -2.4390, -3.0840)
C (-1.2151, -1.7651, -1.8712)
C (-3.4782, -1.1186, -3.4061)
C (0.5169, 1.8289, -2.6050)
C (0.5661, -5.6104, -1.3260)
C (3.9111, 1.9171, 1.7396)
C (4.4582, 1.0274, 2.6481)
C (2.7560, -0.5145, 2.0285)
C (-1.1550, 2.3705, 3.7151)
C (-2.9756, 1.9405, 2.2359)
C (-3.5321, -2.9788, 2.3232)
C (2.6283, -4.4065, -1.0057)
C (-2.4764, 2.5800, 3.3641)
C (1.9276, -3.2181, -0.9532)
H (1.9916, -0.9301, -2.6912)
H (4.3364, 2.8992, 1.5898)
H (-3.1105, 3.2303, 3.9508)
H (-0.7216, 2.8459, 4.5833)
H (2.4457, -2.2836, -0.7750)
H (4.2729, -0.9598, 3.4715)
H (-4.3450, -0.8776, -4.0057)
H (5.3272, 1.2957, 3.2338)
H (2.9953, 0.3003, -2.2466)
H (0.2175, 2.6470, -4.4783)
H (-3.9950, 2.0632, 1.9003)
H (-2.7737, -2.6219, -4.7659)
H (-0.7811, -3.1813, -3.4441)
H (-1.7074, -3.0401, 5.1589)
H (-0.5991, 3.4163, -3.1639)
H (2.3451, 2.2000, 0.2856)
H (-3.9079, 0.3504, -1.8826)
H (0.0356, -6.5463, -1.4365)
H (0.6608, 1.3398, 3.1910)
H (-1.2211, -4.4320, -1.3824)
H (-4.4698, -3.2902, 1.8858)
H (2.4967, -6.5391, -1.2176)
H (1.5646, 0.9110, -4.0904)
H (-2.7874, -2.1754, 0.4952)
H (3.7035, -4.4066, -0.8870)
H (-3.9548, -3.6963, 4.3116)

Properties
Energy above the lowest of the compared OMol25 structures with the same formula, charge and spin: 0.0000 eV
Electronic energy: -218771.217 eV
Expectation value of S²: 8.81
2S+1: 6
Frontier orbital gap (alpha / beta): 7.057 / 6.012 eV
Net charge: +2

# 2
The following is a DFT calculation (ωB97M-V/def2-TZVPD) of one molecule with the formula C18H22N4O2.

CARTESIAN COORDINATES (ANGSTROEM)
O (0.4365, -2.3288, 0.2141)
O (0.7265, 4.8479, -3.8096)
N (0.7952, -0.3582, -2.0727)
N (-2.0613, -2.7617, 3.7085)
N (-0.0151, -0.4974, 1.5022)
N (-0.0560, 1.7168, 0.6873)
C (1.0814, 2.5012, -4.4012)
C (0.4793, 3.2138, -2.1662)
C (-1.7305, -1.7867, 2.7083)
C (0.4682, -0.1496, -0.7620)
C (0.8266, 0.8609, -2.6986)
C (0.7691, 3.5197, -3.4874)
C (-1.3963, -3.5269, 5.8706)
C (1.0654, -1.6264, -2.6910)
C (-0.2408, -1.3632, 2.6376)
C (1.1127, 1.1755, -4.0199)
C (0.2783, 1.2191, -0.5283)
C (1.0215, 5.2384, -5.1266)
C (-0.1865, 0.8489, 1.6239)
C (-1.4280, -4.0715, 3.5708)
C (0.5077, 1.8836, -1.7679)
C (-0.5634, -4.2530, 4.8181)
C (-1.9412, -2.3240, 5.0972)
C (0.3113, -1.1132, 0.2871)
H (-0.4491, 1.2034, 2.6111)
H (-0.8192, -3.2266, 6.7432)
H (-0.8645, -4.1494, 2.6410)
H (0.0630, -0.8414, 3.5469)
H (0.9514, -2.4064, -1.9406)
H (2.0411, 4.9591, -5.4137)
H (-2.0053, -2.2025, 1.7347)
H (0.3658, -1.8068, -3.5106)
H (0.3814, -2.2501, 2.4966)
H (1.3046, 2.7450, -5.4278)
H (0.9326, 6.3238, -5.1369)
H (-0.3898, -5.2993, 5.0606)
H (2.0842, -1.6493, -3.0852)
H (-2.9239, -2.0114, 5.4646)
H (0.4010, -3.7579, 4.6906)
H (-1.2590, -1.4708, 5.1972)
H (1.3560, 0.4083, -4.7388)
H (-2.3443, -0.8973, 2.8833)
H (0.2399, 3.9989, -1.4692)
H (-2.2172, -4.1661, 6.1959)
H (0.3119, 4.8134, -5.8447)
H (-2.2191, -4.8312, 3.5552)

Properties
Energy above the lowest of the compared OMol25 structures with the same formula, charge and spin: 1.6243 eV
Electronic energy: -29078.799 eV
Frontier orbital gap: 8.051 eV
Net charge: 0

# 3
The following is a DFT calculation (ωB97M-V/def2-TZVPD) of C3H7O3Sm as an isolated structure.

CARTESIAN COORDINATES (ANGSTROEM)
Sm (0.6078, -2.1422, -0.9725)
O (-0.9871, -1.7044, -2.4972)
O (-0.6435, -0.3395, 0.1279)
O (1.9813, -0.9532, 0.1015)
C (-1.5658, 0.4541, -0.5756)
C (0.1807, 0.2451, 1.1487)
C (1.6216, 0.2722, 0.6458)
H (-2.3119, 0.8758, 0.1068)
H (0.0934, -0.4419, 2.0036)
H (1.7234, 1.0984, -0.0886)
H (-0.2025, 1.2441, 1.3976)
H (-1.0156, 1.1949, -1.1683)
H (-1.7406, -0.3511, -1.7383)
H (2.2589, 0.5475, 1.5085)

Properties
Energy above the lowest of the compared OMol25 structures with the same formula, charge and spin: 0.0000 eV
Electronic energy: -27260.374 eV
Expectation value of S²: 12.03
2S+1: 7
Frontier orbital gap (alpha / beta): 8.420 / 8.473 eV
Net charge: +1

# 4
The following is a DFT calculation (ωB97M-V/def2-TZVPD) of an isolated ion of composition C3H10N2O and charge +1.

CARTESIAN COORDINATES (ANGSTROEM)
O (1.4279, -1.3827, -1.4025)
N (1.2192, -0.6078, 1.2582)
N (-1.5579, 1.3600, -0.2148)
C (0.5796, 0.0774, 0.2227)
C (-0.7287, 0.7294, 0.8071)
C (0.2067, -0.6851, -1.0577)
H (1.4574, -1.1664, -2.3511)
H (-2.3083, 0.7454, -0.4966)
H (1.3281, 0.8109, -0.0818)
H (0.6717, -1.2242, 1.8614)
H (-0.2604, 0.0219, -1.7543)
H (2.0824, -1.0926, 1.0056)
H (-1.2502, 0.0337, 1.4648)
H (-1.8544, 2.2546, 0.1391)
H (-0.4614, 1.5804, 1.4662)
H (-0.5516, -1.4548, -0.8665)

Properties
Energy above the lowest of the compared OMol25 structures with the same formula, charge and spin: 2.2240 eV
Electronic energy: -8291.406 eV
Expectation value of S²: 0.76
2S+1: 2
Frontier orbital gap (alpha / beta): 11.436 / 5.504 eV
Net charge: +1

# 5
The following is a DFT calculation (ωB97M-V/def2-TZVPD) of a 2-piece molecular cluster, C6H12N2 overall.

CARTESIAN COORDINATES (ANGSTROEM)
N (-0.5868, -2.9342, 1.1644)
N (-0.2061, 2.6375, -0.2733)
C (-0.3523, -1.5319, 0.7963)
C (-1.3814, -3.0430, 2.1887)
C (1.1151, -1.3986, 0.4123)
C (1.2893, 2.8402, -2.2221)
C (0.1985, 3.2441, -1.5114)
C (-0.7140, 1.4383, -0.3537)
H (1.8549, -1.6282, 1.2091)
H (1.3388, -2.1721, -0.3815)
H (-0.9788, 1.0215, -1.3280)
H (1.5502, 3.3725, -3.1172)
H (-1.0443, -1.3330, -0.0416)
H (-1.6682, -3.9950, 2.6199)
H (1.3307, -0.4002, -0.0880)
H (-1.8582, -2.1870, 2.6734)
H (-0.9674, 0.7561, 0.5166)
H (-0.3348, 4.1187, -1.9069)
H (1.9601, 2.0206, -1.9767)
H (-0.5454, -0.8262, 1.6198)

Properties
Energy above the lowest of the compared OMol25 structures with the same formula, charge and spin: 3.0760 eV
Electronic energy: -9393.774 eV
Frontier orbital gap: 9.983 eV
Net charge: 0

# 6
The following is a DFT calculation (ωB97M-V/def2-TZVPD) of a 5-piece molecular cluster, C5H17O5 overall.

CARTESIAN COORDINATES (ANGSTROEM)
O (1.1719, -0.1650, -0.4670)
O (1.9187, 1.6691, -2.2207)
O (3.7775, -1.6286, -0.1828)
O (0.5094, 3.6384, -0.9869)
O (-2.0143, 0.9631, -2.0674)
C (-0.0417, 0.0215, 0.1342)
C (-2.3681, -1.7874, 1.6202)
C (-0.8859, -2.0019, 1.4981)
C (-3.0918, -1.3736, 2.6477)
C (-0.1574, -0.6279, 1.5506)
H (-0.5018, -2.6222, 2.3065)
H (-2.9033, -2.0481, 0.7038)
H (-1.3086, 0.3858, -2.3738)
H (-0.7699, 0.0277, 2.1676)
H (-0.6633, -2.4752, 0.5476)
H (-2.5783, -1.1381, 3.5806)
H (0.8913, -0.7605, 1.8192)
H (-0.1382, 1.1274, 0.3192)
H (1.8715, 0.8981, -1.5705)
H (-4.0759, -0.9210, 2.6546)
H (-0.8449, -0.3802, -0.5003)
H (0.4075, 2.8681, -0.4310)
H (1.3159, 1.2672, -2.8579)
H (-1.5922, 1.5371, -1.4151)
H (0.8218, 3.4877, -1.8750)
H (2.8686, -1.9579, -0.1948)
H (3.6075, -0.7232, -0.4785)

Properties
Energy above the lowest of the compared OMol25 structures with the same formula, charge and spin: 1.0217 eV
Electronic energy: -15697.916 eV
Frontier orbital gap: 7.676 eV
Net charge: -1